(1)
ORCA calculation (ωB97M-V/def2-TZVPD) on C37H35BBrF2N6O3S2W as an isolated structure.

Element x y z (Å)
W: 0.658 0.640 0.179
O: 0.060 -0.553 1.663
C: -0.223 -1.820 1.857
C: -1.040 -2.188 2.938
C: -1.326 -3.511 3.181
C: -0.792 -4.522 2.367
C: 0.037 -4.173 1.330
C: 0.328 -2.826 1.051
C: 1.246 -2.505 -0.007
N: 1.530 -1.316 -0.413
N: 2.506 -1.285 -1.407
C: 2.835 -0.066 -1.682
O: 2.271 0.955 -1.100
C: 3.915 0.209 -2.651
C: 4.292 1.526 -2.900
C: 5.310 1.801 -3.800
C: 5.955 0.762 -4.457
C: 5.579 -0.552 -4.212
C: 4.564 -0.830 -3.312
H: -1.432 -1.398 3.566
H: -1.962 -3.775 4.017
H: -1.007 -5.561 2.572
H: 0.493 -4.938 0.710
H: 1.769 -3.318 -0.510
H: 3.780 2.327 -2.384
H: 5.601 2.826 -3.989
H: 6.752 0.976 -5.157
H: 6.082 -1.362 -4.723
H: 4.266 -1.850 -3.108
Br: 2.973 -1.143 7.045
C: 2.653 -0.299 5.387
C: 2.976 -0.961 4.211
C: 2.718 -0.353 2.998
C: 2.157 0.916 2.967
C: 1.839 1.574 4.142
C: 2.088 0.965 5.363
N: 1.870 1.522 1.700
C: 2.288 2.720 1.479
C: 1.782 3.431 0.323
C: 2.186 4.717 0.003
C: 1.596 5.361 -1.068
C: 0.601 4.701 -1.775
C: 0.244 3.419 -1.397
N: 0.828 2.786 -0.380
H: 3.422 -1.945 4.248
H: 2.956 -0.855 2.068
H: 1.357 2.544 4.105
H: 1.833 1.465 6.287
H: 2.954 3.214 2.181
H: 2.950 5.196 0.601
H: 1.896 6.362 -1.343
H: 0.100 5.168 -2.609
H: -0.538 2.884 -1.915
C: -5.008 -1.625 1.238
S: -3.681 -0.471 1.571
O: -2.660 -0.736 0.492
C: -4.525 1.017 1.074
C: -4.969 1.893 2.051
C: -5.589 3.073 1.664
C: -5.737 3.367 0.316
C: -5.267 2.488 -0.653
C: -4.653 1.305 -0.276
H: -5.277 -1.555 0.185
H: -5.858 -1.374 1.871
H: -4.634 -2.619 1.481
H: -4.821 1.662 3.099
H: -5.942 3.767 2.415
H: -6.210 4.293 0.018
H: -5.376 2.730 -1.702
H: -4.246 0.623 -1.013
S: -0.504 0.324 -2.053
C: -0.997 -1.293 -2.425
N: -1.519 -2.108 -1.536
C: -1.862 -3.501 -1.815
C: -1.051 -4.004 -2.995
C: -1.196 -3.027 -4.149
N: -0.815 -1.697 -3.683
H: -1.840 -1.692 -0.653
H: -2.933 -3.582 -2.024
H: -1.656 -4.077 -0.914
H: -1.393 -4.994 -3.292
H: 0.003 -4.077 -2.716
H: -2.226 -3.017 -4.516
H: -0.546 -3.295 -4.979
H: -0.355 -1.053 -4.304
F: -1.825 2.771 0.504
B: -1.122 1.797 1.098
F: -1.489 1.622 2.380

As for the largest force on an atom: 0.81 eV/A. As for the multiplicity: 3. The net charge is +1. The calculation puts the relative energy (zero: lowest compared OMol25 entry of this formula, charge and spin) at 11.6 kcal per mole. The frontier orbital gap (alpha / beta) comes out at 6.269 / 6.548 eV. The molar mass is 988.41 Da. Its energy is -5647.2821 Ha.

Calculated atomic charges, method Mulliken, unit e: atom 1 (W): 0.287, atom 2 (O): 0.047, atom 3 (C): 0.183, atom 4 (C): -0.620, atom 5 (C): -0.692, atom 6 (C): -0.819, atom 7 (C): -0.725, atom 8 (C): 0.517, atom 9 (C): -0.955, atom 10 (N): 1.340, atom 11 (N): -1.395, atom 12 (C): 0.423, atom 13 (O): -0.196, atom 14 (C): 0.416, atom 15 (C): -0.287, atom 16 (C): -0.744, atom 17 (C): -0.434, atom 18 (C): -0.710, atom 19 (C): -0.377, atom 20 (H): 0.660, atom 21 (H): 0.502, atom 22 (H): 0.461, atom 23 (H): 0.484, atom 24 (H): 0.502, atom 25 (H): 0.398, atom 26 (H): 0.421, atom 27 (H): 0.395, atom 28 (H): 0.411, atom 29 (H): 0.446, atom 30 (Br): -0.160, atom 31 (C): -0.003, atom 32 (C): -0.721, atom 33 (C): -0.035, atom 34 (C): -0.268, atom 35 (C): -0.029, atom 36 (C): -0.788, atom 37 (N): 0.217, atom 38 (C): -0.603, atom 39 (C): 0.816, atom 40 (C): -0.887, atom 41 (C): -0.531, atom 42 (C): -0.930, atom 43 (C): -0.430, atom 44 (N): 0.634, atom 45 (H): 0.476, atom 46 (H): 0.384, atom 47 (H): 0.523, atom 48 (H): 0.445, atom 49 (H): 0.613, atom 50 (H): 0.543, atom 51 (H): 0.463, atom 52 (H): 0.483, atom 53 (H): 0.601, atom 54 (C): -1.204, atom 55 (S): 0.282, atom 56 (O): -0.972, atom 57 (C): 0.449, atom 58 (C): -0.466, atom 59 (C): -0.598, atom 60 (C): -0.409, atom 61 (C): -0.769, atom 62 (C): -0.169, atom 63 (H): 0.344, atom 64 (H): 0.435, atom 65 (H): 0.385, atom 66 (H): 0.418, atom 67 (H): 0.404, atom 68 (H): 0.403, atom 69 (H): 0.418, atom 70 (H): 0.246, atom 71 (S): -0.972, atom 72 (C): 0.664, atom 73 (N): 0.954, atom 74 (C): -0.491, atom 75 (C): -0.664, atom 76 (C): -0.755, atom 77 (N): -0.118, atom 78 (H): -0.256, atom 79 (H): 0.396, atom 80 (H): 0.299, atom 81 (H): 0.427, atom 82 (H): 0.202, atom 83 (H): 0.277, atom 84 (H): 0.445, atom 85 (H): 0.267, atom 86 (F): -0.260, atom 87 (B): 0.744, atom 88 (F): -0.107

***

(2)
ORCA calculation (ωB97M-V/def2-TZVPD) on C53H43Br2IN9O7RbS5 as an isolated structure.

Element x y z (Å)
Rb: -0.237 -0.765 -0.510
N: 4.030 7.465 0.507
C: 3.674 6.148 0.185
C: 4.474 5.079 0.591
C: 4.157 3.779 0.236
C: 3.018 3.525 -0.519
C: 2.239 4.588 -0.951
C: 2.559 5.892 -0.608
S: 2.556 1.886 -1.043
O: 3.806 1.213 -1.343
O: 1.643 2.098 -2.149
N: 1.707 1.154 0.077
C: 2.236 0.760 1.266
N: 1.516 -0.186 1.927
C: 1.943 -0.550 3.119
C: 3.078 -0.021 3.720
C: 3.760 0.912 2.960
N: 3.367 1.305 1.759
H: 4.592 7.559 1.336
H: 3.270 8.125 0.476
H: 5.356 5.274 1.192
H: 4.780 2.952 0.539
H: 1.392 4.375 -1.584
H: 1.950 6.715 -0.967
H: 1.349 -1.311 3.621
H: 3.408 -0.325 4.702
H: 4.671 1.374 3.336
S: 5.336 -6.629 -1.246
C: 6.317 -6.126 -2.551
C: 5.826 -5.002 -3.138
C: 4.631 -4.544 -2.516
C: 4.239 -5.323 -1.466
C: 3.077 -5.142 -0.575
C: 2.105 -4.153 -0.860
N: 1.072 -3.895 -0.098
C: 0.893 -4.635 1.015
C: 1.770 -5.668 1.376
C: 1.513 -6.449 2.556
C: 0.441 -6.194 3.331
C: -0.474 -5.136 3.005
C: -1.589 -4.823 3.803
C: -2.443 -3.817 3.433
C: -2.153 -3.114 2.229
N: -1.100 -3.377 1.492
C: -0.264 -4.365 1.857
C: -3.628 -3.431 4.215
C: -4.508 -2.425 3.942
C: -5.533 -2.315 4.923
C: -5.412 -3.234 5.917
S: -4.058 -4.252 5.671
C: 2.886 -5.894 0.556
H: 7.204 -6.683 -2.809
H: 6.292 -4.503 -3.975
H: 4.103 -3.659 -2.837
H: 2.178 -3.563 -1.767
H: 2.201 -7.248 2.805
H: 0.251 -6.786 4.220
H: -1.762 -5.397 4.708
H: -2.801 -2.323 1.833
H: -4.477 -1.800 3.055
H: -6.316 -1.572 4.878
H: -6.048 -3.379 6.775
H: 3.593 -6.668 0.836
Br: -3.795 1.085 5.111
C: -2.557 1.666 3.801
C: -2.067 2.957 3.832
C: -1.157 3.327 2.855
C: -0.792 2.389 1.900
N: -1.279 1.150 1.873
C: -2.149 0.788 2.807
H: -2.390 3.650 4.598
H: -0.737 4.324 2.833
H: -0.061 2.624 1.132
H: -2.540 -0.220 2.738
N: -4.836 0.591 0.141
C: -4.491 -0.758 0.474
O: -3.212 -0.983 0.478
C: -5.482 -1.645 0.746
I: -7.105 -2.778 -2.282
H: -4.076 1.024 -0.363
H: -5.708 0.645 -0.368
H: -6.514 -1.335 0.817
H: -5.238 -2.672 0.988
C: -3.352 -3.264 -1.562
S: -2.561 -2.277 -2.736
O: -2.908 -2.639 -4.071
O: -3.318 -0.848 -2.399
O: -1.160 -2.088 -2.449
H: -4.437 -3.192 -1.729
H: -3.084 -2.869 -0.577
H: -2.967 -4.267 -1.749
C: -2.824 7.516 -1.712
C: -1.378 7.903 -1.884
O: -0.890 8.855 -1.333
S: -0.372 7.030 -3.091
C: -0.965 5.361 -3.028
C: -1.123 4.700 -1.812
C: -1.508 3.376 -1.787
C: -1.751 2.685 -2.977
C: -1.581 3.346 -4.190
C: -1.186 4.676 -4.217
C: -2.203 1.326 -2.900
C: -2.742 0.279 -2.675
H: -3.157 7.822 -0.722
H: -3.008 6.458 -1.865
H: -3.390 8.075 -2.461
H: -0.928 5.220 -0.881
H: -1.612 2.853 -0.845
H: -1.761 2.812 -5.113
H: -1.052 5.185 -5.163
Br: 5.709 -1.013 -3.575
C: 3.845 -0.730 -3.806
C: 3.362 -0.082 -4.923
C: 1.992 0.094 -5.022
C: 1.181 -0.386 -4.008
N: 1.651 -1.018 -2.936
C: 2.966 -1.174 -2.832
H: 4.037 0.275 -5.690
H: 1.558 0.597 -5.875
H: 0.104 -0.270 -4.051
H: 3.345 -1.653 -1.937

As for the largest force on an atom: 1.14 eV/A. The net charge is -2. The calculation puts the relative energy (zero: lowest compared OMol25 entry of this formula, charge and spin) at 62.6 kcal per mole. The frontier orbital gap comes out at 4.113 eV. The molar mass is 1450.50 Da. Its energy is -10525.8192 Ha.

Results of the Mulliken charge analysis, in e, for atoms 1 through 99: atom 1 (Rb): 0.486, atom 2 (N): -0.597, atom 3 (C): 1.136, atom 4 (C): -1.018, atom 5 (C): -0.342, atom 6 (C): -1.166, atom 7 (C): -0.212, atom 8 (C): -0.547, atom 9 (S): 1.559, atom 10 (O): -0.713, atom 11 (O): -0.618, atom 12 (N): 0.579, atom 13 (C): -0.429, atom 14 (N): 0.177, atom 15 (C): -0.192, atom 16 (C): -1.060, atom 17 (C): -0.292, atom 18 (N): -0.274, atom 19 (H): 0.216, atom 20 (H): 0.231, atom 21 (H): 0.237, atom 22 (H): 0.499, atom 23 (H): 0.520, atom 24 (H): 0.247, atom 25 (H): 0.496, atom 26 (H): 0.390, atom 27 (H): 0.404, atom 28 (S): -0.247, atom 29 (C): -0.355, atom 30 (C): -0.682, atom 31 (C): -0.294, atom 32 (C): 0.457, atom 33 (C): 0.781, atom 34 (C): -1.067, atom 35 (N): 0.094, atom 36 (C): -0.387, atom 37 (C): 0.973, atom 38 (C): -1.001, atom 39 (C): -0.929, atom 40 (C): 1.023, atom 41 (C): -1.205, atom 42 (C): 0.553, atom 43 (C): 0.013, atom 44 (N): 0.463, atom 45 (C): -0.809, atom 46 (C): 0.824, atom 47 (C): -0.365, atom 48 (C): -1.110, atom 49 (C): -0.321, atom 50 (S): -0.298, atom 51 (C): -0.940, atom 52 (H): 0.444, atom 53 (H): 0.393, atom 54 (H): 0.366, atom 55 (H): 0.718, atom 56 (H): 0.394, atom 57 (H): 0.380, atom 58 (H): 0.406, atom 59 (H): -0.331, atom 60 (H): 0.657, atom 61 (H): 0.456, atom 62 (H): 0.433, atom 63 (H): 0.389, atom 64 (Br): -0.225, atom 65 (C): -0.275, atom 66 (C): -0.331, atom 67 (C): -1.174, atom 68 (C): -0.566, atom 69 (N): 0.659, atom 70 (C): -0.230, atom 71 (H): 0.408, atom 72 (H): 0.519, atom 73 (H): 0.756, atom 74 (H): 0.359, atom 75 (N): -0.603, atom 76 (C): 1.200, atom 77 (O): 0.093, atom 78 (C): -1.756, atom 79 (I): -0.907, atom 80 (H): 0.101, atom 81 (H): 0.313, atom 82 (H): 0.198, atom 83 (H): 0.251, atom 84 (C): 0.234, atom 85 (S): 1.144, atom 86 (O): -0.732, atom 87 (O): -0.407, atom 88 (O): -0.710, atom 89 (H): -0.297, atom 90 (H): -0.394, atom 91 (H): 0.486, atom 92 (C): -0.905, atom 93 (C): 0.795, atom 94 (O): -0.594, atom 95 (S): -0.228, atom 96 (C): 0.793, atom 97 (C): -1.015, atom 98 (C): -0.024, atom 99 (C): 0.511

***

(3)
ORCA calculation (ωB97M-V/def2-TZVPD) on C26H30N2O8 as an isolated structure.

Element x y z (Å)
C: -0.449 -3.242 -2.336
H: 0.104 -4.091 -1.951
H: 0.118 -2.537 -2.597
H: -0.847 -3.664 -3.356
O: -1.350 -2.928 -1.673
C: -2.416 -2.154 -1.928
O: -2.537 -1.716 -3.034
C: -3.374 -2.093 -0.910
C: -3.544 -3.044 0.097
C: -4.611 -2.802 1.067
C: -5.295 -1.770 1.319
C: -5.020 -0.783 0.221
C: -4.197 -0.793 -1.031
C: -4.024 0.248 -1.708
H: -4.837 0.818 -1.995
H: -3.669 0.038 -2.686
O: -3.119 1.395 -1.390
N: -1.812 0.827 -0.934
C: -1.712 0.234 0.347
O: -2.576 0.481 1.267
C: -0.190 -0.181 0.714
N: 0.655 -0.250 -0.169
C: 0.452 0.098 -1.507
O: 1.233 -0.038 -2.348
C: -0.602 0.807 -1.887
C: -1.222 0.902 -3.331
H: -0.302 1.255 -4.087
H: -1.937 1.539 -3.460
H: -1.502 0.076 -3.464
C: -0.316 2.579 -1.580
H: -1.082 3.081 -1.653
H: 0.237 2.570 -0.675
H: 0.486 2.766 -2.265
O: 1.745 -1.068 -0.244
C: 2.998 -0.407 -0.180
C: 3.405 -0.291 1.409
C: 3.635 -1.346 2.027
C: 3.921 -0.874 3.613
C: 4.406 0.228 3.897
C: 4.346 1.319 3.166
C: 3.651 1.252 1.709
C: 3.636 2.474 1.074
O: 2.763 2.597 0.093
O: 4.620 3.350 0.950
C: 4.619 4.370 0.303
H: 5.240 4.989 0.416
H: 4.357 4.280 -0.870
H: 3.446 5.048 0.434
H: 4.574 2.165 3.293
H: 4.859 0.431 4.969
H: 4.119 -1.940 4.102
H: 3.313 -2.282 1.789
H: 2.790 0.260 -0.834
H: 3.561 -1.071 -0.634
C: 0.152 0.926 1.775
H: -0.608 1.207 2.652
H: 1.151 0.379 2.279
H: 0.769 1.778 1.350
C: -0.542 -1.565 1.508
H: -1.097 -2.088 0.832
H: -1.305 -1.415 2.062
H: 0.321 -1.807 1.938
H: -5.756 0.161 0.175
H: -5.995 -1.382 2.013
H: -4.752 -3.486 1.807
H: -3.088 -3.820 0.049

As for the largest force on an atom: 19.61 eV/A. The calculation puts the relative energy (zero: lowest compared OMol25 entry of this formula, charge and spin) at 688.5 kcal per mole. The frontier orbital gap comes out at 7.137 eV. The molar mass is 498.53 Da. Its energy is -1719.0526 Ha.

Calculated atomic charges, method Mulliken, unit e: atom 1 (C): -0.955, atom 2 (H): 0.229, atom 3 (H): 0.528, atom 4 (H): 0.234, atom 5 (O): -0.210, atom 6 (C): 0.580, atom 7 (O): -0.627, atom 8 (C): 0.924, atom 9 (C): -1.336, atom 10 (C): -0.875, atom 11 (C): -0.821, atom 12 (C): -0.371, atom 13 (C): 0.771, atom 14 (C): -1.597, atom 15 (H): 0.792, atom 16 (H): 0.477, atom 17 (O): -0.489, atom 18 (N): 0.690, atom 19 (C): -0.682, atom 20 (O): -0.687, atom 21 (C): 0.492, atom 22 (N): 2.167, atom 23 (C): -0.006, atom 24 (O): -0.565, atom 25 (C): 0.875, atom 26 (C): -2.921, atom 27 (H): 0.215, atom 28 (H): 0.648, atom 29 (H): 1.144, atom 30 (C): -1.587, atom 31 (H): 0.892, atom 32 (H): 0.175, atom 33 (H): 0.466, atom 34 (O): -0.442, atom 35 (C): -1.764, atom 36 (C): 0.048, atom 37 (C): 0.238, atom 38 (C): -0.750, atom 39 (C): -0.264, atom 40 (C): -1.637, atom 41 (C): 1.143, atom 42 (C): 0.313, atom 43 (O): -0.510, atom 44 (O): -0.373, atom 45 (C): -0.728, atom 46 (H): 0.517, atom 47 (H): 0.177, atom 48 (H): 0.183, atom 49 (H): 1.166, atom 50 (H): 0.195, atom 51 (H): 0.262, atom 52 (H): 0.639, atom 53 (H): 0.735, atom 54 (H): 0.660, atom 55 (C): -0.495, atom 56 (H): 0.316, atom 57 (H): 0.019, atom 58 (H): -0.016, atom 59 (C): -2.481, atom 60 (H): 0.221, atom 61 (H): 0.827, atom 62 (H): 0.708, atom 63 (H): 0.211, atom 64 (H): 0.513, atom 65 (H): 0.407, atom 66 (H): 1.391

***

(4)
ORCA calculation (ωB97M-V/def2-TZVPD) on C4H7BBeBr3CsF11GaNO6S2 as an isolated structure.

Element x y z (Å)
O: -1.349 1.615 1.810
S: -0.031 1.943 2.277
O: -0.144 2.878 3.407
Ga: 1.088 -0.044 3.057
S: 1.754 0.127 5.307
C: 0.914 2.963 0.976
F: 0.079 3.946 0.593
F: 1.979 3.579 1.622
C: 1.345 2.215 -0.319
F: 1.397 0.905 -0.091
F: 0.463 2.461 -1.286
C: 2.721 2.685 -0.859
F: 3.712 2.349 -0.016
F: 2.693 4.016 -1.044
F: 2.948 2.097 -2.034
H: 2.241 -0.490 2.124
H: -0.028 -1.125 3.047
H: 3.037 -0.103 5.138
Cs: 1.370 5.128 2.641
B: -0.939 -0.707 -1.130
F: 0.188 -0.378 -1.826
F: -1.657 0.433 -0.772
F: -1.825 -1.578 -1.863
F: -0.604 -1.429 0.067
O: -3.337 -2.573 0.348
H: -3.949 -1.895 0.679
H: -2.745 -2.902 1.048
H: -2.809 -2.222 -0.435
N: -3.109 -5.929 0.394
O: -1.907 -5.808 0.655
O: -3.566 -6.991 0.021
O: -3.835 -4.931 0.519
Be: 3.921 1.211 5.493
C: -0.119 -0.321 -5.882
Br: 0.539 0.681 -4.390
Br: -0.191 0.738 -7.486
Br: 0.886 -1.933 -6.144
H: -1.132 -0.610 -5.646

As for the largest force on an atom: 15.17 eV/A. The net charge is +1. The frontier orbital gap comes out at 1.336 eV. The molar mass is 900.38 Da. Its energy is -12263.6378 Ha.

Calculated atomic charges, method Mulliken, unit e: atom 1 (O): -0.537, atom 2 (S): 1.027, atom 3 (O): -0.792, atom 4 (Ga): 0.406, atom 5 (S): -0.153, atom 6 (C): 0.470, atom 7 (F): -0.309, atom 8 (F): -0.565, atom 9 (C): 0.856, atom 10 (F): -0.196, atom 11 (F): -0.245, atom 12 (C): 0.419, atom 13 (F): -0.240, atom 14 (F): -0.263, atom 15 (F): -0.169, atom 16 (H): -0.114, atom 17 (H): -0.097, atom 18 (H): 0.273, atom 19 (Cs): 0.951, atom 20 (B): 0.693, atom 21 (F): -0.234, atom 22 (F): -0.369, atom 23 (F): -0.508, atom 24 (F): -0.422, atom 25 (O): -0.298, atom 26 (H): 0.422, atom 27 (H): 0.474, atom 28 (H): 0.353, atom 29 (N): 1.200, atom 30 (O): -0.477, atom 31 (O): -0.458, atom 32 (O): -0.502, atom 33 (Be): 0.449, atom 34 (C): -0.360, atom 35 (Br): 0.061, atom 36 (Br): -0.042, atom 37 (Br): -0.014, atom 38 (H): 0.311